a.
{
  "formula": "C2H4N2O2",
  "method": "ωB97M-V with the def2-TZVPD basis set",
  "species": ["N", "C", "O", "N", "C", "O", "H", "H", "H", "H"],
  "xyz": [[1.802, 0.160, 0.044], [0.525, 0.044, 0.539], [0.261, 0.028, 1.723], [-0.456, 0.001, -0.456], [-1.810, -0.060, -0.176], [-2.650, -0.028, -1.044], [2.045, -0.232, -0.853], [2.517, 0.074, 0.749], [-0.213, 0.156, -1.425], [-2.020, -0.144, 0.900]],
  "smiles": "NC(=O)NC=O",
  "gap_ha": 0.40054,
  "charge": 0,
  "spin_multiplicity": 1
}

***

b.
{
  "formula": "C2H4N2O2",
  "method": "ωB97M-V with the def2-TZVPD basis set",
  "species": ["C", "C", "H", "H", "H", "H", "N", "N", "O", "O"],
  "xyz": [[0.912, 0.041, -0.035], [-2.485, -0.229, -0.028], [2.807, -0.050, 0.051], [2.005, -1.759, 0.233], [-2.508, -1.249, 0.516], [-3.388, 0.495, 0.007], [1.930, -0.663, -0.142], [-1.321, 0.422, -0.165], [1.056, 1.212, 0.127], [-0.274, -0.539, 0.087]],
  "smiles": "C=NOC(N)=O",
  "gap_ha": 0.38595,
  "charge": 0,
  "spin_multiplicity": 1
}

***

a ends up most stable, edging out the next structure by 4.190 eV.

***

a.
{
  "formula": "C8H16AlFO10P",
  "method": "ωB97M-V with the def2-TZVPD basis set",
  "species": ["Al", "P", "O", "O", "O", "O", "F", "C", "C", "O", "C", "O", "O", "C", "H", "H", "H", "H", "H", "H", "H", "H", "C", "C", "O", "C", "O", "O", "C", "H", "H", "H", "H", "H", "H", "H", "H"],
  "xyz": [[-0.638, -0.775, 3.190], [1.405, -2.839, 4.744], [1.757, -2.865, 3.205], [1.335, -1.318, 5.120], [2.269, -3.847, 5.569], [-0.131, -3.220, 4.609], [-1.654, 1.591, 4.642], [0.697, 0.509, -3.628], [1.750, 0.418, -2.593], [1.207, 0.429, -1.244], [1.540, -0.465, -0.326], [1.007, -0.435, 0.794], [2.361, -1.433, -0.713], [2.315, -2.727, -0.043], [0.109, -0.405, -3.547], [1.171, 0.570, -4.608], [0.120, 1.420, -3.472], [2.444, 1.256, -2.668], [2.316, -0.484, -2.827], [3.304, -3.104, 0.217], [1.865, -3.430, -0.743], [1.673, -2.778, 0.836], [-3.092, 0.052, -2.470], [-2.097, 0.192, -1.347], [-1.755, 1.589, -1.088], [-1.477, 2.005, 0.213], [-1.565, 1.243, 1.200], [-1.317, 3.308, 0.312], [-0.968, 3.831, 1.554], [-3.600, 0.983, -2.721], [-3.676, -0.868, -2.476], [-2.433, -0.012, -3.336], [-1.149, -0.284, -1.600], [-2.538, -0.261, -0.459], [-0.836, 4.869, 1.252], [-0.060, 3.497, 2.056], [-1.659, 3.788, 2.396]],
  "gap_ha": 0.13951,
  "charge": -1,
  "spin_multiplicity": 1
}

***

b.
{
  "formula": "C8H16AlFO10P",
  "method": "ωB97M-V with the def2-TZVPD basis set",
  "species": ["Al", "P", "O", "O", "O", "O", "F", "C", "C", "O", "C", "O", "O", "C", "H", "H", "H", "H", "H", "H", "H", "H", "C", "C", "O", "C", "O", "O", "C", "H", "H", "H", "H", "H", "H", "H", "H"],
  "xyz": [[8.396, -10.254, -12.150], [6.538, -8.612, -13.858], [7.767, -9.125, -14.651], [7.098, -8.058, -12.522], [5.995, -9.988, -13.332], [5.604, -7.813, -14.689], [9.921, -12.109, -10.793], [14.021, -11.433, -12.231], [12.787, -12.141, -12.685], [12.543, -11.961, -14.102], [11.439, -11.295, -14.430], [10.809, -10.626, -13.657], [11.173, -11.482, -15.716], [10.364, -10.500, -16.359], [14.134, -11.557, -11.151], [14.079, -10.362, -12.429], [14.958, -11.808, -12.659], [11.923, -11.771, -12.124], [12.709, -13.210, -12.489], [9.581, -10.955, -16.963], [10.991, -9.962, -17.076], [9.923, -9.786, -15.669], [8.783, -5.769, -9.491], [7.776, -6.682, -8.830], [8.428, -7.649, -7.975], [9.052, -8.666, -8.531], [9.104, -8.876, -9.719], [9.671, -9.400, -7.628], [10.480, -10.476, -8.144], [9.458, -6.349, -10.113], [9.359, -5.123, -8.824], [8.204, -5.046, -10.073], [7.313, -7.246, -9.644], [7.034, -6.211, -8.195], [9.829, -11.242, -8.563], [11.017, -10.897, -7.298], [11.169, -10.141, -8.913]],
  "gap_ha": 0.17078,
  "charge": -1,
  "spin_multiplicity": 1
}

***

b ends up most stable, edging out the next structure by 2.616 eV.

***

a.
{
  "formula": "C4H2ClO2",
  "method": "ωB97M-V with the def2-TZVPD basis set",
  "species": ["C", "C", "C", "C", "O", "O", "Cl", "H", "H"],
  "xyz": [[-0.005, -0.872, 0.745], [1.066, -0.516, 1.352], [-0.713, -0.185, -0.466], [-0.116, 0.953, -0.903], [2.069, -0.118, 1.844], [-1.736, -0.758, -0.881], [-0.788, 1.842, -2.246], [-0.554, -1.739, 1.052], [0.777, 1.392, -0.498]],
  "smiles": "O=C=C/C([O-])=C/Cl",
  "gap_ha": 0.23783,
  "charge": -1,
  "spin_multiplicity": 1
}

***

b.
{
  "formula": "C4H2ClO2",
  "method": "ωB97M-V with the def2-TZVPD basis set",
  "species": ["C", "C", "C", "C", "O", "O", "Cl", "H", "H"],
  "xyz": [[1.353, -0.406, 0.842], [1.281, 0.219, -0.307], [-1.285, -0.422, -0.511], [-0.211, -0.014, 0.343], [1.658, 0.713, -1.316], [-1.363, -1.299, -1.311], [-2.623, 0.909, -0.391], [1.617, -0.615, 1.863], [-0.426, 0.916, 0.787]],
  "smiles": "O=C(Cl)[C@H]1C=C1[O-]",
  "gap_ha": 0.27395,
  "charge": -1,
  "spin_multiplicity": 1
}

***

c.
{
  "formula": "C4H2ClO2",
  "method": "ωB97M-V with the def2-TZVPD basis set",
  "species": ["C", "C", "C", "C", "O", "O", "Cl", "H", "H"],
  "xyz": [[1.374, 0.237, 0.161], [-1.662, -0.209, 0.339], [1.947, -0.798, -0.238], [-0.343, 0.217, -0.017], [-2.216, -1.187, 0.784], [2.410, -1.794, -0.624], [-2.740, 1.138, -0.512], [1.640, 1.248, 0.520], [-0.410, 1.148, -0.414]],
  "smiles": "O=C=C/C=C(\\[O-])Cl",
  "gap_ha": 0.25170,
  "charge": -1,
  "spin_multiplicity": 1
}

***

a ends up most stable, edging out the next structure by 1.010 eV.

***

a.
{
  "formula": "C3H6O3",
  "method": "ωB97M-V with the def2-TZVPD basis set",
  "species": ["C", "C", "O", "H", "H", "H", "H", "C", "O", "O", "H", "H"],
  "xyz": [[1.964, 0.002, 0.115], [0.582, -0.518, 0.325], [-0.273, 0.455, 0.539], [-0.950, -1.189, -1.305], [2.564, -0.454, 0.907], [2.055, 1.089, 0.183], [2.371, -0.382, -0.818], [-1.738, 0.134, 0.481], [-2.355, 1.124, -0.158], [-2.232, -0.580, 1.279], [-1.746, 1.606, -0.736], [-0.242, -1.286, -0.812]],
  "gap_ha": 0.31133,
  "charge": 0,
  "spin_multiplicity": 1
}

***

b.
{
  "formula": "C3H6O3",
  "method": "ωB97M-V with the def2-TZVPD basis set",
  "species": ["O", "C", "C", "O", "C", "O", "H", "H", "H", "H", "H", "H"],
  "xyz": [[-0.612, 0.571, 0.985], [-1.490, -0.425, 0.484], [-0.295, -0.859, 1.174], [1.243, -0.476, -1.222], [1.480, 0.689, -1.453], [0.909, 1.685, -0.820], [0.302, 1.285, -0.116], [-1.500, -0.523, -0.596], [-2.439, -0.481, 0.993], [0.497, -1.325, 0.593], [-0.321, -1.136, 2.217], [2.206, 1.021, -2.212]],
  "smiles": "C1CO1.O=CO",
  "gap_ha": 0.42581,
  "charge": 0,
  "spin_multiplicity": 1
}

***

b ends up most stable, edging out the next structure by 3.084 eV.

***

a.
{
  "formula": "C3H6O3",
  "method": "ωB97M-V with the def2-TZVPD basis set",
  "species": ["C", "C", "C", "O", "O", "O", "H", "H", "H", "H", "H", "H"],
  "xyz": [[-0.941, 1.016, -0.910], [-0.259, 0.122, 0.051], [0.605, -1.077, -0.120], [-1.654, 0.135, -0.061], [-1.032, 2.360, -0.622], [0.034, 0.803, 1.502], [-0.911, 0.742, -2.068], [0.167, -1.808, -0.922], [0.779, -1.531, 0.824], [1.483, -0.658, -0.443], [-0.825, 2.493, 0.287], [-0.790, 0.375, 1.874]],
  "smiles": "C[C@]1(O)O[C@H]1O",
  "gap_ha": 0.41416,
  "charge": 0,
  "spin_multiplicity": 1
}

***

b.
{
  "formula": "C3H6O3",
  "method": "ωB97M-V with the def2-TZVPD basis set",
  "species": ["C", "O", "C", "O", "C", "O", "H", "H", "H", "H", "H", "H"],
  "xyz": [[-1.582, -0.445, 1.358], [-0.227, -0.264, 0.925], [-0.095, 0.201, -0.314], [-0.997, 0.525, -1.045], [1.391, 0.186, -0.697], [1.853, -0.929, -1.231], [-2.108, 0.513, 1.358], [-2.097, -1.141, 0.693], [-1.516, -0.850, 2.367], [1.288, 1.167, -1.695], [2.031, 0.772, -0.010], [1.602, 0.295, -1.939]],
  "gap_ha": 0.37392,
  "charge": 0,
  "spin_multiplicity": 1
}

***

c.
{
  "formula": "C3H6O3",
  "method": "ωB97M-V with the def2-TZVPD basis set",
  "species": ["C", "C", "C", "O", "O", "O", "H", "H", "H", "H", "H", "H"],
  "xyz": [[-0.108, 0.615, -0.939], [0.372, -1.349, 0.830], [0.922, -0.281, -0.573], [-1.180, 0.696, -0.186], [-1.391, 2.197, 0.211], [1.862, -0.760, -1.212], [-2.359, 2.222, 0.153], [1.031, 0.124, 0.514], [-0.024, 1.254, -1.814], [-0.195, -2.055, 0.233], [1.310, -1.766, 1.178], [-0.238, -0.895, 1.605]],
  "gap_ha": [0.27344, 0.27430],
  "charge": 0,
  "spin_multiplicity": 1
}

***

d.
{
  "formula": "C3H6O3",
  "method": "ωB97M-V with the def2-TZVPD basis set",
  "species": ["O", "C", "C", "O", "C", "O", "H", "H", "H", "H", "H", "H"],
  "xyz": [[1.760, 0.202, -0.447], [0.901, 0.576, 0.575], [-0.189, -0.399, 0.850], [-1.735, 0.762, -0.497], [-1.195, -0.226, -1.047], [-0.455, -0.369, -2.020], [1.225, 0.152, -1.266], [0.506, 1.593, 0.486], [1.474, 0.523, 1.524], [-0.967, -0.154, 1.564], [0.097, -1.444, 0.754], [-1.422, -1.216, -0.476]],
  "gap_ha": [0.28840, 0.28836],
  "charge": 0,
  "spin_multiplicity": 1
}

***

a ends up most stable, edging out the next structure by 1.781 eV.